Entry 1:
The following is a quantum chemistry calculation of a cluster of 5 separate species, C32H72F6N4P in total, from the OMol25 dataset.

Properties
charge = +2
gap between HOMO and LUMO (alpha / beta) = 2.1 / 12.0 eV
spin multiplicity = 2
⟨S²⟩ = 0.751

Element x y z (Å)
C1 4.3390 5.3145 -5.6550
C2 4.1852 4.2470 -4.6258
C3 5.1681 3.0281 -4.5411
N1 4.7995 1.9376 -3.5062
C4 3.4778 1.1636 -3.7817
C5 5.8485 0.8135 -3.4186
C6 6.3968 0.8810 -2.0437
C7 5.3459 1.5030 -1.2327
C8 4.6749 2.5104 -2.0968
H1 3.8498 6.2446 -5.3656
H2 3.8622 5.0698 -6.6041
H3 5.4112 5.5057 -5.6100
H4 3.1541 3.9066 -4.7207
H5 4.2269 4.6786 -3.6257
H6 6.2179 3.2891 -4.4074
H7 4.9579 2.4501 -5.4411
H8 2.5744 1.7614 -3.6606
H9 3.3307 0.4030 -3.0149
H10 3.5891 0.7338 -4.7772
H11 5.3992 -0.1784 -3.4673
H12 6.6448 0.8862 -4.1594
H13 6.8764 -0.0436 -1.7226
H14 7.2071 1.6003 -2.1627
H15 4.5627 0.8434 -0.8592
H16 5.7888 1.7689 -0.2729
H17 3.6833 2.7036 -1.6875
H18 5.1654 3.4826 -2.1440
C9 -4.0949 -3.8004 4.0371
C10 -3.4592 -3.2160 2.7658
C11 -4.2964 -3.2766 1.4418
N2 -3.8642 -2.3469 0.2701
C12 -3.6359 -0.8273 0.6785
C13 -4.9138 -2.3070 -0.8851
C14 -4.2486 -2.8689 -2.1574
C15 -2.8743 -2.3738 -1.9373
C16 -2.5418 -2.7921 -0.5052
H19 -4.8759 -3.1591 4.4454
H20 -3.3196 -3.9679 4.7848
H21 -4.5579 -4.7341 3.7179
H22 -2.5682 -3.7226 2.3949
H23 -3.1158 -2.2121 3.0156
H24 -5.3113 -3.0921 1.7940
H25 -4.2944 -4.2761 1.0069
H26 -4.5456 -0.4388 1.1364
H27 -3.4129 -0.2682 -0.2303
H28 -2.9493 -0.6809 1.5122
H29 -5.1964 -1.2716 -1.0752
H30 -5.7693 -2.8623 -0.5006
H31 -4.6762 -2.4676 -3.0763
H32 -4.1435 -3.9477 -2.2722
H33 -2.8105 -1.3000 -2.1134
H34 -2.1288 -2.6855 -2.6688
H35 -1.6298 -2.3215 -0.1379
H36 -2.4014 -3.8728 -0.4829
C17 -2.5914 3.3931 -3.9437
C18 -3.1996 4.1327 -2.7576
C19 -2.1600 4.2142 -1.5468
N3 -2.7518 4.3546 -0.1008
C20 -3.8212 5.5372 -0.1422
C21 -1.5279 4.5766 0.8983
C22 -1.8024 3.8928 2.1940
C23 -3.2434 3.4417 1.9847
C24 -3.4447 3.0752 0.5019
H37 -2.8629 2.3376 -3.9586
H38 -1.5077 3.5045 -3.9785
H39 -3.0305 3.7666 -4.8688
H40 -4.0995 3.6368 -2.3940
H41 -3.6297 5.0818 -3.0775
H42 -1.5453 5.1143 -1.5554
H43 -1.4562 3.3928 -1.4123
H44 -3.8763 5.7669 0.9219
H45 -4.7474 5.2600 -0.6456
H46 -3.3496 6.3166 -0.7406
H47 -1.3293 5.6428 1.0074
H48 -0.6350 4.1590 0.4331
H49 -1.6946 4.6272 2.9922
H50 -1.0752 3.1333 2.4812
H51 -4.0113 4.1372 2.3235
H52 -3.5236 2.5733 2.5809
H53 -4.4849 3.0499 0.1772
H54 -2.9445 2.2740 -0.0420
C25 1.5298 -7.3494 2.2119
C26 1.3662 -6.2214 3.2017
C27 2.0609 -4.9433 2.7261
N4 1.7843 -3.6706 3.6565
C28 2.3524 -3.8897 5.1133
C29 2.4661 -2.3889 2.9883
C30 1.6584 -1.2208 3.4716
C31 0.3416 -1.7518 4.0994
C32 0.3026 -3.1711 3.6034
H55 1.4724 -6.9758 1.1895
H56 0.7421 -8.0876 2.3622
H57 2.5201 -7.7808 2.3580
H58 1.8421 -6.6517 4.0829
H59 0.3248 -6.0513 3.4751
H60 1.6527 -4.4706 1.8327
H61 3.1436 -4.9669 2.6025
H62 2.2374 -2.8921 5.5371
H63 3.3873 -4.1572 4.9001
H64 1.7021 -4.5908 5.6366
H65 3.5386 -2.4088 3.1821
H66 2.4097 -2.4141 1.9000
H67 2.2100 -0.5561 4.1364
H68 1.4934 -0.5682 2.6144
H69 0.4084 -1.6260 5.1800
H70 -0.5533 -1.1814 3.8504
H71 -0.4149 -3.7566 4.1782
H72 0.1269 -3.2361 2.5296
P1 0.4204 0.1463 -0.0619
F1 1.9186 0.3496 0.6041
F2 -0.2558 0.8234 1.3206
F3 0.5259 1.6419 -0.7960
F4 -1.1079 -0.0897 -0.6066
F5 1.1967 -0.3860 -1.3908
F6 0.4398 -1.3141 0.6246

Entry 2:
The following is a quantum chemistry calculation of a structure of composition C32H72N8O32, from the OMol25 dataset.

Properties
gap between HOMO and LUMO = 3.3 eV

Element x y z (Å)
C1 -3.4150 13.2134 -24.9510
C2 -3.2844 13.8807 -26.3227
O1 -3.1174 13.2000 -27.3579
N1 -3.2485 15.4523 -26.4603
H1 -2.9521 15.7614 -25.5456
H2 -2.4056 15.7866 -26.9050
C3 -4.6054 15.9757 -27.0096
H3 -4.4549 13.1089 -24.6415
H4 -2.8181 13.7109 -24.1866
H5 -3.0178 12.1989 -24.9176
H6 -5.3081 15.1459 -26.9340
H7 -4.2576 16.2918 -27.9931
H8 -4.9889 16.8469 -26.4786
C4 0.5766 4.1603 -25.8531
C5 1.3628 4.2435 -27.1490
O2 1.0912 3.6406 -28.1352
N2 2.4091 5.3645 -27.2365
H9 1.9679 6.1593 -27.6767
H10 2.5322 5.7219 -26.2999
C6 3.7733 4.9703 -27.8206
H11 1.1948 4.3479 -24.9751
H12 0.1516 3.1570 -25.8250
H13 -0.1612 4.9621 -25.8807
H14 4.5095 5.7412 -27.5929
H15 3.7074 4.7532 -28.8867
H16 4.1381 4.0812 -27.3063
C7 8.3554 8.0516 -19.3585
C8 7.1129 9.0056 -19.1395
O3 5.9585 8.6715 -18.8360
N3 7.3864 10.4715 -19.5226
H17 8.1920 10.4880 -20.1315
H18 6.5673 10.6552 -20.0842
C9 7.5104 11.4025 -18.3383
H19 9.2357 8.4311 -18.8398
H20 8.5911 7.6566 -20.3467
H21 8.0639 7.1969 -18.7480
H22 6.5599 11.4532 -17.8071
H23 7.8833 12.3695 -18.6759
H24 8.3500 11.0219 -17.7566
C10 1.4734 7.2188 -20.9126
C11 0.0903 7.2405 -20.4004
O4 -0.3437 6.5396 -19.4838
N4 -0.8068 8.2244 -21.1680
H25 -0.2012 8.9654 -21.4909
H26 -1.2180 7.8045 -21.9895
C12 -1.8642 8.9900 -20.3654
H27 1.4785 6.6979 -21.8700
H28 2.1159 6.6939 -20.2057
H29 1.9169 8.1986 -21.0897
H30 -2.4120 9.7312 -20.9472
H31 -1.4522 9.3838 -19.4362
H32 -2.5418 8.2201 -19.9963
C13 -9.6823 12.4631 -16.7056
C14 -9.7136 12.1564 -18.1466
O5 -10.3664 12.8293 -18.9724
N5 -9.0059 10.9181 -18.7015
H33 -8.3805 10.5092 -18.0220
H34 -9.6456 10.2059 -19.0233
C15 -8.0315 11.0993 -19.9053
H35 -10.0132 13.4555 -16.3995
H36 -8.6418 12.3614 -16.3972
H37 -10.2342 11.7229 -16.1263
H38 -7.6878 10.1156 -20.2251
H39 -7.1943 11.6818 -19.5206
H40 -8.5438 11.4270 -20.8098
C16 3.6670 5.2770 -15.4147
C17 4.9499 4.6456 -15.1125
O6 5.9869 5.0931 -15.5154
N6 4.9441 3.4002 -14.2333
H41 5.7426 3.5470 -13.6324
H42 4.0922 3.4132 -13.6910
C18 5.2891 2.1607 -15.0080
H43 3.0879 5.4606 -14.5097
H44 3.1678 4.6043 -16.1121
H45 3.7883 6.2265 -15.9362
H46 4.6773 2.0836 -15.9068
H47 4.8911 1.3913 -14.3463
H48 6.3424 1.8810 -15.0285
C19 -2.8751 14.2444 -18.8531
C20 -2.4279 14.7403 -17.4717
O7 -1.4419 15.4828 -17.3018
N7 -3.1195 14.2343 -16.2273
H49 -3.8590 14.9109 -16.1035
H50 -3.5587 13.3385 -16.3844
C21 -2.1302 14.0093 -15.0033
H51 -3.8580 13.7808 -18.9371
H52 -2.1563 13.5498 -19.2878
H53 -2.8867 15.1155 -19.5082
H54 -1.9662 14.9796 -14.5346
H55 -1.2206 13.5956 -15.4387
H56 -2.5902 13.3619 -14.2567
C22 -3.4129 2.7935 -13.7882
C23 -2.7367 3.4986 -14.9640
O8 -2.0303 2.9933 -15.7827
N8 -3.1313 4.9755 -15.1183
H57 -3.5581 5.2012 -16.0055
H58 -3.8826 5.2516 -14.5023
C24 -1.8824 5.8826 -14.9139
H59 -3.0120 3.1011 -12.8224
H60 -3.2666 1.7151 -13.7270
H61 -4.4990 2.8729 -13.7411
H62 -1.1166 5.2437 -15.3537
H63 -1.6710 6.0392 -13.8561
H64 -2.0895 6.8325 -15.4068
O9 1.4668 9.8441 -17.0978
C25 1.9312 10.0675 -15.8826
O10 1.2691 9.7596 -14.8475
O11 3.0853 10.5323 -15.8011
H65 2.2675 10.0739 -17.5750
O12 1.7220 2.3298 -19.3419
C26 0.8460 1.3901 -19.7671
O13 -0.1686 1.8656 -20.3563
O14 0.9211 0.1482 -19.6080
H66 1.0319 2.8977 -19.6923
O15 1.5551 11.1320 -25.5550
C27 1.5613 9.8655 -25.9987
O16 1.4470 8.9761 -25.1512
O17 1.6495 9.6182 -27.1730
H67 1.5044 10.9498 -24.6138
O18 -5.7606 6.5898 -24.8564
C28 -4.8962 7.2550 -24.0973
O19 -3.8042 6.8045 -24.0080
O20 -5.1070 8.3945 -23.7162
H68 -4.9332 6.1029 -24.8680
O21 -4.8107 9.4904 -14.6656
C29 -5.6110 9.8647 -15.6630
O22 -6.6947 9.3639 -15.7326
O23 -5.1280 10.6693 -16.5339
H69 -5.4148 8.9151 -14.1903
O24 -7.8711 6.3788 -19.0310
C30 -7.0590 5.3040 -19.0002
O25 -7.3500 4.1805 -19.4652
O26 -5.9641 5.5088 -18.4572
H70 -7.0230 6.6241 -18.6538
O27 2.3902 13.6881 -21.9629
C31 2.2973 12.3853 -21.6854
O28 3.2255 11.7923 -21.0452
O29 1.1232 11.8768 -21.8922
H71 1.4560 13.8448 -22.1186
O30 5.5573 7.8481 -23.2018
C32 5.9637 6.8184 -23.8264
O31 7.1087 6.8756 -24.2250
O32 5.2054 5.8681 -23.9933
H72 4.6984 7.5011 -22.9496

Entry 3:
The following is a quantum chemistry calculation of a cluster of 3 separate species, C32H73BN5O7 in total, from the OMol25 dataset.

Properties
charge = +1
gap between HOMO and LUMO = 9.3 eV

Element x y z (Å)
C1 -0.9147 2.9603 3.3090
C2 -1.5361 3.2769 1.9529
O1 -1.9243 2.0686 1.2681
C3 -3.0774 2.1874 0.5353
O2 -4.1519 2.3397 1.0704
C4 -2.9400 2.0810 -0.9727
C5 -1.6798 1.3199 -1.4021
C6 -1.7663 -0.1193 -0.9046
C7 -0.6598 -1.0382 -1.4681
C8 -0.4285 -2.2102 -0.5169
O3 -1.4318 -3.1365 -0.7536
C9 -1.9666 -3.7735 0.4153
C10 -3.0259 -2.9225 1.1519
C11 -2.6567 -2.8672 2.6508
C12 -4.4445 -3.5054 0.9996
C13 -5.4244 -2.6100 0.2152
C14 -6.8306 -3.2135 0.3739
C15 -5.4265 -1.1732 0.7795
N1 0.9273 -2.7695 -0.7649
C16 1.1743 -4.1134 -0.1645
N2 2.4208 -4.6416 -0.6714
C17 3.5215 -4.6956 0.3007
C18 1.9652 -1.7447 -0.2898
N3 2.1744 -1.7193 1.1221
C19 1.5877 -0.3187 -0.7916
C20 2.8768 0.3940 -1.1510
C21 2.7509 1.9006 -1.3728
C22 2.1607 2.6951 -0.2021
C23 2.7270 2.3769 1.1774
O4 1.7489 1.6594 1.9060
C24 2.2286 1.2038 3.1469
N4 0.5632 -0.3176 -1.8262
B1 1.0166 -0.6384 -3.1880
N5 1.3878 0.3799 -4.1185
O5 1.1099 -1.9818 -3.5885
H1 -1.4448 3.4836 4.0984
H2 -0.9658 1.8949 3.5163
H3 0.1344 3.2368 3.3029
H4 -2.4002 3.9244 2.0798
H5 -0.8170 3.7979 1.3203
H6 -3.8069 1.4972 -1.2780
H7 -3.0053 3.0693 -1.4185
H8 -1.5804 1.3020 -2.4873
H9 -0.8060 1.8118 -0.9883
H10 -2.7430 -0.5220 -1.1641
H11 -1.6539 -0.1147 0.1809
H12 -1.0334 -1.4959 -2.3852
H13 -0.5087 -1.8570 0.5143
H14 -1.1707 -4.0445 1.1116
H15 -2.4014 -4.7110 0.0801
H16 -2.9666 -1.9082 0.7697
H17 -3.1533 -2.0209 3.1185
H18 -1.5824 -2.7105 2.7734
H19 -2.9153 -3.7937 3.1553
H20 -4.8657 -3.7069 1.9836
H21 -4.4224 -4.4670 0.4840
H22 -5.1108 -2.6414 -0.8283
H23 -7.5766 -2.5465 -0.0470
H24 -6.8771 -4.1748 -0.1350
H25 -7.0125 -3.3629 1.4355
H26 -6.4221 -0.7494 0.7230
H27 -5.0812 -1.1993 1.8115
H28 -4.7339 -0.5261 0.2438
H29 1.0526 -2.8889 -1.7812
H30 0.3710 -4.7507 -0.5256
H31 1.0965 -4.0877 0.9191
H32 2.2299 -5.5944 -0.9445
H33 3.1920 -4.9098 1.3198
H34 4.0487 -3.7414 0.3250
H35 4.2546 -5.4348 -0.0016
H36 2.9022 -2.0260 -0.7643
H37 1.3429 -1.7995 1.6861
H38 2.9016 -2.3381 1.4398
H39 1.1915 0.2076 0.0816
H40 3.5250 0.2574 -0.2827
H41 3.4169 -0.0842 -1.9720
H42 3.7628 2.2700 -1.5519
H43 2.2100 2.1175 -2.2897
H44 1.0817 2.5562 -0.1570
H45 2.3640 3.7451 -0.4022
H46 3.6788 1.8398 1.1429
H47 2.9321 3.3157 1.7037
H48 2.3948 2.0389 3.8324
H49 1.4679 0.5577 3.5808
H50 3.1453 0.6169 3.0608
H51 1.0210 0.2002 -5.0461
H52 1.0455 1.2860 -3.8286
H53 0.5997 -2.1684 -4.3785
C25 -0.2243 2.6132 -7.2942
C26 0.8470 1.5939 -7.6472
O6 0.3329 0.3404 -8.0572
C27 -0.4708 0.3547 -9.2272
C28 0.2588 0.8417 -10.4665
H54 -0.9295 2.1939 -6.5733
H55 0.2329 3.5043 -6.8632
H56 -0.7941 2.9247 -8.1699
H57 1.4485 1.3806 -6.7627
H58 1.5335 1.9992 -8.3973
H59 -1.3810 0.9409 -9.0592
H60 -0.7848 -0.6787 -9.3721
H61 0.5168 1.8996 -10.3990
H62 -0.3710 0.7113 -11.3460
H63 1.1832 0.2816 -10.6103
C29 1.4220 3.4815 7.0385
C30 2.1944 2.1727 7.0257
O7 3.5509 2.3101 6.6475
C31 4.3466 3.1276 7.4904
C32 4.4456 2.6247 8.9200
H64 1.5372 4.0021 6.0863
H65 0.3622 3.2906 7.2096
H66 1.7692 4.1507 7.8264
H67 1.7553 1.5054 6.2818
H68 2.1100 1.6647 7.9926
H69 3.9878 4.1624 7.4695
H70 5.3371 3.1294 7.0358
H71 3.4893 2.6869 9.4416
H72 5.1652 3.2232 9.4780
H73 4.7672 1.5827 8.9371

Q: Which strongest force on any atom values were calculated for the entries above? A: 3.05, 8.25, 1.37, in eV Å⁻¹.